# C44H67N2O3PS4Zr

A structure of composition C44H67N2O3PS4Zr at a distorted geometry (the ωB97M-V functional and the def2-TZVPD basis, OMol25).

```
! wB97M-V def2-TZVPD RIJCOSX def2/J DEFGRID3
* xyz 0 1
Zr -0.427 -1.190 1.374
C 2.861 -3.696 4.430
C 2.892 -2.963 3.108
C 4.197 -2.171 2.968
C 2.533 -3.858 1.966
C 3.508 -4.555 1.276
C 3.164 -5.417 0.249
C 1.840 -5.540 -0.130
C 0.815 -4.885 0.534
C -0.647 -5.010 0.085
C -1.475 -6.041 0.911
C -0.796 -5.436 -1.379
C 1.209 -3.995 1.531
N 0.215 -3.185 2.186
C -0.502 -3.638 3.166
C -1.473 -2.831 3.744
C -2.382 -3.133 4.731
C -3.050 -1.954 5.055
C -2.520 -0.943 4.223
N -1.556 -1.445 3.410
C -2.868 0.501 4.235
C -3.579 1.008 5.474
C -3.751 0.797 2.999
C -1.521 1.272 4.060
H 3.100 -3.012 5.215
H 3.667 -4.382 4.491
H 1.894 -4.198 4.559
H 2.116 -2.162 3.114
H 5.113 -2.769 3.107
H 4.263 -1.355 3.677
H 4.231 -1.733 1.973
H 4.569 -4.472 1.496
H 3.871 -6.011 -0.300
H 1.641 -6.249 -0.982
H -1.124 -4.090 0.273
H -0.961 -7.010 0.867
H -2.521 -6.071 0.502
H -1.544 -5.803 1.965
H -0.502 -6.455 -1.487
H -0.230 -4.767 -2.036
H -1.865 -5.411 -1.633
H -0.384 -4.677 3.509
H -2.596 -4.077 5.190
H -3.791 -1.793 5.877
H -4.512 0.507 5.677
H -3.743 2.095 5.352
H -2.908 0.980 6.314
H -4.750 0.355 3.155
H -3.337 0.309 2.133
H -3.809 1.849 2.821
H -0.945 1.325 4.968
H -1.788 2.264 3.738
H -0.796 0.900 3.342
O -4.252 -3.215 -4.271
C -3.523 -3.018 -3.333
S -1.795 -2.534 -3.432
C -1.671 -2.212 -1.696
C -2.723 -2.458 -0.893
S -2.721 -2.140 0.834
S -4.144 -3.106 -1.676
S -0.103 -1.663 -1.097
O -1.068 0.942 0.690
H -1.556 1.561 1.277
H -0.663 1.475 -0.054
O 1.608 -0.514 1.078
C 1.251 -0.055 2.215
C 2.194 0.767 3.033
H 2.063 0.538 4.099
H 1.833 1.780 2.910
H 3.207 0.646 2.657
C 0.355 6.948 -1.357
C 1.397 6.156 -0.555
C 1.572 4.748 -1.209
C 0.265 4.286 -1.764
C -0.890 4.825 -0.944
C -1.018 6.275 -1.214
P 0.179 2.386 -1.755
C -1.054 1.932 -3.088
C -2.539 2.104 -2.757
C -3.375 1.311 -3.754
C -2.954 1.525 -5.196
C -2.048 2.740 -5.287
C -0.784 2.538 -4.525
C 1.763 1.702 -2.461
C 2.781 1.465 -1.300
C 3.895 0.509 -1.800
C 4.258 0.782 -3.256
C 3.895 2.170 -3.690
C 2.377 2.394 -3.701
H 0.611 7.045 -2.400
H 0.353 7.978 -1.020
H 1.025 6.059 0.443
H 2.328 6.699 -0.554
H 1.919 4.020 -0.460
H 2.373 4.786 -1.991
H 0.116 4.617 -2.767
H -0.753 4.602 0.147
H -1.844 4.362 -1.242
H -1.660 6.733 -0.446
H -1.527 6.466 -2.135
H -0.962 0.840 -3.115
H -2.713 3.150 -2.773
H -2.744 1.689 -1.750
H -4.421 1.673 -3.620
H -3.371 0.239 -3.419
H -3.793 1.673 -5.847
H -2.414 0.655 -5.663
H -2.549 3.662 -4.989
H -1.833 2.869 -6.339
H -0.190 3.431 -4.491
H -0.169 1.848 -5.071
H 1.527 0.688 -2.757
H 2.331 1.062 -0.411
H 3.202 2.443 -0.999
H 3.484 -0.531 -1.634
H 4.748 0.625 -1.203
H 3.717 0.027 -3.854
H 5.329 0.580 -3.342
H 4.193 2.388 -4.712
H 4.483 2.909 -3.116
H 1.922 1.891 -4.506
H 2.225 3.448 -3.774
*
```

## Properties
Orbital gap ... 6.651 eV
Total energy ... -4033.317613 Ha
Molar mass ... 922.5 g mol⁻¹
Strongest force on any atom ... 2.441 eV Å⁻¹

Löwdin population analysis, charges in e, atoms 1 to 99: 1.33, -0.04, -0.38, -0.07, -0.15, -0.03, -0.07, -0.03, -0.13, -0.37, -0.04, -0.08, -0.17, -0.07, -0.11, -0.34, -0.03, -0.02, -0.27, -0.04, -0.52, -0.05, -0.04, -0.04, 0.07, 0.07, 0.08, 0.10, 0.08, 0.07, 0.08, 0.11, 0.10, 0.13, 0.02, 0.08, 0.10, 0.05, 0.06, 0.07, 0.08, 0.15, 0.11, 0.12, 0.08, 0.10, 0.08, 0.10, 0.02, 0.07, 0.09, 0.08, 0.02, -0.06, -1.00, 0.93, -1.12, -1.12, 0.58, 0.97, 0.55, -0.23, 0.07, -0.05, -0.22, -0.39, -0.05, 0.09, 0.09, 0.08, -0.19, -0.17, -0.21, -0.45, -0.24, -0.21, 1.15, -0.40, -0.23, -0.19, -0.19, -0.23, -0.19, -0.41, -0.21, -0.18, -0.21, -0.21, -0.18, 0.11, 0.10, 0.10, 0.10, 0.09, 0.12, 0.10, 0.13, 0.10, 0.12

# C5H10NO2S

A cluster of 2 separate species, C5H10NO2S in total at a distorted geometry (the ωB97M-V functional and the def2-TZVPD basis, OMol25).

```
! wB97M-V def2-TZVPD RIJCOSX def2/J DEFGRID3
* xyz -1 1
C 0.631 1.305 -0.793
C -0.811 1.444 -0.843
C 0.103 -0.893 -0.046
C 0.386 -0.898 1.412
C -0.463 -2.214 -0.566
N -1.412 0.508 -0.222
O -2.613 0.101 -0.081
O 0.972 -0.081 -0.748
S -0.869 4.511 -1.276
H 1.026 1.757 -1.787
H 1.152 1.904 -0.029
H -1.267 2.361 -1.245
H -0.482 -1.182 2.079
H 0.695 0.077 1.779
H 1.290 -1.585 1.747
H -1.027 -2.521 0.420
H 0.253 -3.035 -0.931
H -1.235 -2.021 -1.267
H 0.461 5.018 -1.067
*
```

## Properties
Orbital gap ... 6.195 eV
Total energy ... -799.811954 Ha
Molar mass ... 148.2 g mol⁻¹
Strongest force on any atom ... 3.581 eV Å⁻¹

List of Löwdin charges in e, atom by atom: -0.20, -0.16, -0.39, -0.08, -0.02, -0.13, -0.14, -0.09, -0.19, 0.15, 0.12, -0.05, 0.09, 0.07, 0.12, 0.11, 0.10, 0.05, -0.37

# C8H13AgBBrFNO6

A structure of composition C8H13AgBBrFNO6 at a distorted geometry (the ωB97M-V functional and the def2-TZVPD basis, OMol25).

```
! wB97M-V def2-TZVPD RIJCOSX def2/J DEFGRID3
* xyz 0 1
C -1.666 4.336 1.576
O -1.169 3.323 0.631
C 0.173 2.834 0.988
C 0.561 1.644 -0.123
C 1.369 0.417 0.575
C 0.493 -0.894 1.014
F 1.366 -1.581 2.048
C -0.891 -0.551 1.857
O -1.841 0.312 1.504
O -1.158 -1.314 3.123
N 0.307 -1.944 -0.056
C 1.601 -2.488 -0.604
C 1.164 -3.648 -1.728
O 0.629 -4.834 -1.395
Br 1.480 -3.331 -3.717
B -0.705 -1.584 -1.112
O -0.457 -0.907 -2.403
O -2.141 -1.915 -0.806
H -1.477 4.093 2.708
H -1.312 5.429 1.263
H -2.852 4.358 1.447
H 0.080 2.340 2.070
H 0.980 3.682 1.044
H -0.448 1.372 -0.646
H 1.319 2.174 -0.877
H 1.846 0.848 1.581
H 2.296 0.167 -0.116
H 2.280 -3.052 0.166
H 2.245 -1.709 -1.221
H -1.291 -0.338 -2.556
H -2.594 -2.281 -1.622
Ag -0.186 -4.960 -4.614
*
```

## Properties
Orbital gap ... 2.304 eV
Total energy ... -3664.246942 Ha
Molar mass ... 436.8 g mol⁻¹
Strongest force on any atom ... 9.783 eV Å⁻¹

List of Löwdin charges in e, atom by atom: -0.14, -0.27, -0.22, -0.15, -0.10, -0.24, -0.08, -0.35, -0.09, -0.24, 0.05, -0.10, -0.49, -0.06, 0.70, -0.55, 0.02, 0.07, 0.10, 0.10, 0.11, 0.13, 0.12, 0.11, 0.12, 0.14, 0.11, 0.17, 0.13, 0.14, 0.10, 0.66

# CH8O2S2

A cluster of 3 separate species, CH8O2S2 in total at a distorted geometry (the ωB97M-V functional and the def2-TZVPD basis, OMol25).

```
! wB97M-V def2-TZVPD RIJCOSX def2/J DEFGRID3
* xyz 0 1
C 0.270 2.453 -1.172
S -0.631 0.905 -1.370
S -2.348 1.163 -0.184
H 0.508 2.849 -2.116
H 1.174 2.230 -0.663
H -0.284 3.169 -0.561
H -1.605 0.993 0.997
O 0.050 -1.787 2.665
H -0.885 -2.027 2.720
H 0.347 -2.078 3.576
O 1.038 -2.700 -1.638
H 0.900 -1.878 -1.129
H 1.466 -3.293 -1.126
*
```

## Properties
Orbital gap ... 9.382 eV
SMILES ... CSS.O.O
Total energy ... -989.722843 Ha
Molar mass ... 116.2 g mol⁻¹
Strongest force on any atom ... 4.952 eV Å⁻¹

List of Löwdin charges in e, atom by atom: -0.48, 0.36, 0.27, 0.00, 0.01, 0.03, -0.16, -0.09, 0.03, 0.06, -0.03, 0.03, -0.04

# C4H5NO3

A structure of composition C4H5NO3 at a distorted geometry (the ωB97M-V functional and the def2-TZVPD basis, OMol25).

```
! wB97M-V def2-TZVPD RIJCOSX def2/J DEFGRID3
* xyz 0 1
C -0.543 1.732 -1.067
C 0.100 0.379 -0.632
C 1.202 -0.188 -0.436
C 0.951 -1.373 0.410
H -0.945 1.616 -2.223
H 0.320 2.764 -1.211
H -1.207 1.963 -0.058
H 2.338 0.239 -0.373
H -1.516 -2.044 2.248
N -0.613 -1.435 0.616
O 1.890 -2.099 0.806
O -0.937 -1.338 1.907
O -1.040 -0.216 0.013
*
```

## Properties
Orbital gap ... 9.869 eV
Total energy ... -435.672120 Ha
Molar mass ... 115.1 g mol⁻¹
Strongest force on any atom ... 8.533 eV Å⁻¹

List of Löwdin charges in e, atom by atom: -0.05, -0.33, 0.00, -0.28, 0.12, 0.16, 0.13, 0.20, 0.13, -0.09, 0.06, 0.02, -0.06

# C3H5N3

A cluster of 2 separate species, C3H5N3 in total (the ωB97M-V functional and the def2-TZVPD basis, OMol25).

```
! wB97M-V def2-TZVPD RIJCOSX def2/J DEFGRID3
* xyz 0 1
N -1.911 -0.227 0.499
C -0.907 -1.051 0.125
C 0.008 -1.790 -0.149
C 2.167 0.511 0.337
N 1.236 1.118 -0.029
N 0.190 1.783 -0.222
H -2.835 -0.628 0.425
H -1.821 0.714 0.131
H 0.792 -2.447 -0.446
H 2.737 -0.393 0.338
H 0.345 2.410 -1.010
*
```

## Properties
Orbital gap ... 9.644 eV
Total energy ... -281.395356 Ha
Molar mass ... 83.1 g mol⁻¹
Strongest force on any atom ... 0.774 eV Å⁻¹

List of Löwdin charges in e, atom by atom: 0.05, -0.31, 0.05, 0.11, -0.21, 0.04, 0.09, 0.06, 0.01, 0.06, 0.06

# C2H3ClN2

The molecule C2H3ClN2 at a distorted geometry (the ωB97M-V functional and the def2-TZVPD basis, OMol25).

```
! wB97M-V def2-TZVPD RIJCOSX def2/J DEFGRID3
* xyz 0 1
C -0.891 0.225 0.002
N 0.418 0.251 0.509
Cl 1.302 1.569 -0.146
C 1.207 -1.074 -0.056
N 1.747 -2.092 -0.201
H -1.285 1.250 0.363
H -0.876 0.308 -1.042
H -1.621 -0.438 0.572
*
```

## Properties
Orbital gap ... 10.754 eV
SMILES ... CN(Cl)C#N
Total energy ... -647.588669 Ha
Molar mass ... 90.5 g mol⁻¹
Strongest force on any atom ... 6.357 eV Å⁻¹

List of Löwdin charges in e, atom by atom: -0.25, -0.55, 0.65, -0.24, 0.11, 0.10, 0.05, 0.12

# C2H6N2O4

A cluster of 2 separate species, C2H6N2O4 in total at a distorted geometry (the ωB97M-V functional and the def2-TZVPD basis, OMol25).

```
! wB97M-V def2-TZVPD RIJCOSX def2/J DEFGRID3
* xyz 0 1
C 0.622 0.417 0.626
C -0.853 0.625 0.225
N 1.183 -0.860 0.201
N -1.762 -0.499 0.420
O -2.959 -0.151 0.409
O -1.393 -1.637 0.483
O -1.345 1.827 0.211
O -0.594 0.067 -1.773
H 0.583 0.757 1.587
H 1.344 1.161 0.144
H 0.838 -0.899 -0.801
H 0.779 -1.637 0.858
H -2.285 1.736 0.036
H -1.321 0.507 -2.229
*
```

## Properties
Orbital gap ... 8.062 eV
Total energy ... -490.070775 Ha
Molar mass ... 122.1 g mol⁻¹
Strongest force on any atom ... 5.393 eV Å⁻¹

List of Löwdin charges in e, atom by atom: -0.20, -0.24, -0.01, -0.32, 0.07, 0.13, 0.17, -0.18, 0.09, 0.16, 0.07, 0.11, 0.13, 0.01

# C5H6N

The ion C5H6N with charge +1 at a distorted geometry (the ωB97M-V functional and the def2-TZVPD basis, OMol25).

```
! wB97M-V def2-TZVPD RIJCOSX def2/J DEFGRID3
* xyz 1 1
C -1.997 1.359 -0.225
C -1.299 0.365 0.193
N -0.818 -0.628 0.696
C 0.221 -1.273 0.830
C 1.406 -0.942 0.176
C 1.552 0.196 -0.594
H -2.917 1.558 0.208
H -1.879 1.867 -1.143
H 0.305 -1.982 1.541
H 2.153 -1.638 0.339
H 0.718 0.765 -0.851
H 2.552 0.354 -1.169
*
```

## Properties
Orbital gap ... 8.481 eV
SMILES ... C=C=[N+]=CC=C
Total energy ... -248.477870 Ha
Molar mass ... 80.1 g mol⁻¹
Strongest force on any atom ... 4.495 eV Å⁻¹

List of Löwdin charges in e, atom by atom: 0.17, -0.03, 0.20, -0.05, -0.06, 0.17, 0.09, 0.10, 0.12, 0.10, 0.03, 0.14

# C3H3Br2NS

The molecule C3H3Br2NS at a distorted geometry (the ωB97M-V functional and the def2-TZVPD basis, OMol25).

```
! wB97M-V def2-TZVPD RIJCOSX def2/J DEFGRID3
* xyz 0 1
C 0.458 0.321 0.856
C 1.761 0.281 0.987
C -0.092 0.187 -0.525
N -1.291 -0.592 -0.509
S -1.338 -2.113 -0.686
Br 3.341 0.270 0.079
Br -3.056 0.467 0.345
H -0.158 0.445 1.736
H -0.163 1.099 -1.052
H 0.539 -0.365 -1.232
*
```

## Properties
Orbital gap (spin up / spin down) ... 6.764 / 7.114 eV
Total energy ... -5716.884223 Ha
Molar mass ... 244.9 g mol⁻¹
Strongest force on any atom ... 2.268 eV Å⁻¹

List of Löwdin charges in e, atom by atom: -0.23, -0.56, -0.38, -0.90, 0.70, 0.74, 0.33, 0.09, 0.11, 0.10

# C25H23IrN11O2PS4

A structure of composition C25H23IrN11O2PS4 at a distorted geometry (the ωB97M-V functional and the def2-TZVPD basis, OMol25).

```
! wB97M-V def2-TZVPD RIJCOSX def2/J DEFGRID3
* xyz 1 2
Ir -0.891 0.233 -1.598
C 0.494 5.611 -0.271
N -0.235 4.591 -0.982
C -1.201 4.777 -1.917
C -1.619 3.532 -2.300
N -0.918 2.600 -1.614
C -0.085 3.257 -0.818
P 1.131 2.551 0.354
C -0.065 1.446 1.197
N -1.037 0.742 0.643
C -1.727 0.157 1.646
C -1.179 0.535 2.840
N -0.134 1.352 2.545
C 0.735 1.994 3.491
C 1.904 1.429 -0.857
N 1.300 0.802 -1.857
C 2.267 0.155 -2.547
C 3.477 0.409 -1.962
N 3.237 1.227 -0.909
C 4.195 1.678 0.060
H 0.170 6.594 -0.605
H 0.312 5.524 0.803
H 1.566 5.515 -0.458
H -1.508 5.749 -2.243
H -2.377 3.274 -3.012
H -2.570 -0.475 1.454
H -1.456 0.300 3.847
H 0.458 1.686 4.498
H 1.773 1.714 3.303
H 0.641 3.080 3.412
H 2.042 -0.422 -3.420
H 4.460 0.075 -2.217
H 5.201 1.460 -0.291
H 4.096 2.753 0.223
H 4.032 1.151 1.002
S -1.049 0.149 -4.219
C -2.728 0.052 -4.470
C -3.131 -0.192 -5.803
N -3.428 -0.385 -6.893
C -3.723 0.213 -3.499
S -3.500 0.638 -1.867
C -5.068 0.000 -3.874
N -6.164 -0.215 -4.133
N -0.198 -4.429 5.318
C 0.268 -3.879 4.172
C 0.571 -4.681 3.059
C 1.014 -4.117 1.884
C 1.165 -2.744 1.805
C 0.901 -1.935 2.896
C 0.455 -2.491 4.073
S 1.709 -1.932 0.335
O 2.454 -2.809 -0.519
O 2.305 -0.680 0.731
N 0.296 -1.525 -0.404
C -0.444 -2.391 -1.037
S -0.184 -4.116 -1.202
C -1.650 -4.205 -2.112
C -2.218 -2.975 -2.247
N -1.549 -1.972 -1.648
H -0.240 -5.427 5.424
H -0.347 -3.861 6.132
H 0.481 -5.753 3.143
H 1.279 -4.732 1.038
H 1.099 -0.881 2.801
H 0.281 -1.876 4.942
H -2.008 -5.139 -2.498
H -3.137 -2.766 -2.768
*
```

## Properties
Orbital gap (spin up / spin down) ... 5.558 / 5.382 eV
Total energy ... -3757.451028 Ha
<S²> ... 0.801
Molar mass ... 861.0 g mol⁻¹
Strongest force on any atom ... 5.046 eV Å⁻¹

List of Löwdin charges in e, atom by atom: 1.15, -0.02, -0.12, -0.02, -0.11, -0.04, -0.44, 1.21, -0.45, -0.04, -0.09, -0.04, -0.13, -0.02, -0.48, -0.06, -0.10, -0.02, -0.13, -0.02, 0.10, 0.09, 0.09, 0.13, 0.11, 0.12, 0.13, 0.10, 0.10, 0.09, 0.11, 0.14, 0.11, 0.09, 0.09, 0.70, -0.76, -0.29, 0.21, -0.76, 0.72, -0.30, 0.20, 0.13, -0.31, -0.01, -0.08, -0.29, -0.08, -0.02, 0.61, -0.29, -0.31, -0.18, -0.74, 1.11, -0.36, -0.23, -0.09, 0.11, 0.10, 0.12, 0.09, 0.09, 0.11, 0.07, 0.12

# C4H6S2

The molecule C4H6S2 at a distorted geometry (the ωB97M-V functional and the def2-TZVPD basis, OMol25).

```
! wB97M-V def2-TZVPD RIJCOSX def2/J DEFGRID3
* xyz 0 1
C 0.700 -1.081 2.499
C -0.099 -0.197 1.518
C 0.693 0.818 0.607
C 0.049 0.439 -0.657
S 0.088 1.050 -2.169
S -0.853 -0.983 -0.048
H 0.977 -0.354 3.254
H 1.626 -1.430 2.025
H 0.216 -1.902 2.975
H -0.973 0.242 2.043
H 0.596 1.913 0.836
H 1.746 0.585 0.538
*
```

## Properties
Orbital gap ... 8.581 eV
SMILES ... C[C@H]1CC(=S)S1
Total energy ... -952.353850 Ha
Molar mass ... 118.2 g mol⁻¹
Strongest force on any atom ... 2.353 eV Å⁻¹

List of Löwdin charges in e, atom by atom: -0.10, -0.53, -0.28, -1.16, 0.63, 0.88, 0.08, 0.08, 0.06, 0.10, 0.13, 0.11